# C28H25AsFeN6O3S2

A molecular structure, C28H25AsFeN6O3S2 (ωB97M-V/def2-TZVPD, the Open Molecules 2025 dataset).

Output
<S²> = 6.090
HOMO energy (alpha / beta) = -5.075 / -7.498 eV
ΔE to the lowest compared entry with this formula, charge and spin = 0.0 kcal per mole
2S+1 = 5
electronic energy = -5932.06450 a.u.
HOMO-LUMO gap (alpha / beta) = 0.1329 / 0.2377 Eh

Each line ends with the Mulliken charge.
Positions of all 66 atoms, in Å:
Fe1 0.553 0.234 -0.623  -0.70
C1 -1.747 3.733 0.195  -0.83
C2 -1.671 3.840 1.612  -0.26
C3 -0.648 3.107 2.233  -0.74
C4 0.333 2.326 1.486  0.15
N1 0.010 2.060 0.172  0.36
C5 -0.876 2.859 -0.447  -0.05
N2 1.422 1.921 2.081  -0.52
C6 2.359 1.226 1.462  -0.47
N3 2.275 0.643 0.228  0.19
C7 3.430 -0.108 0.035  -0.16
N4 3.652 -0.986 -0.915  -0.59
C8 2.801 -1.277 -1.940  0.34
C9 3.267 -2.298 -2.822  -0.63
C10 2.707 -2.511 -4.068  -0.30
C11 1.665 -1.611 -4.399  -0.92
C12 1.190 -0.726 -3.479  -0.45
N5 1.654 -0.599 -2.201  0.31
C13 4.313 0.050 1.159  0.54
C14 5.571 -0.497 1.426  -0.38
C15 6.128 -0.127 2.653  -0.49
C16 5.477 0.802 3.526  -0.69
C17 4.222 1.325 3.187  -0.19
C18 3.635 0.875 2.032  0.62
H1 -2.575 4.168 -0.378  0.39
H2 -2.435 4.424 2.171  0.36
H3 -0.560 3.096 3.313  0.48
H4 -0.894 2.905 -1.573  0.45
H5 4.071 -2.941 -2.464  0.42
H6 2.985 -3.365 -4.720  0.38
H7 1.110 -1.610 -5.357  0.35
H8 0.487 -0.018 -3.786  0.68
H9 6.083 -1.216 0.810  0.52
H10 7.123 -0.541 2.900  0.35
H11 5.972 1.047 4.487  0.35
H12 3.669 2.053 3.749  0.52
C19 0.119 -3.065 3.630  -1.05
As1 -0.932 -1.800 2.583  0.89
C20 -2.542 -2.744 2.136  -0.95
C21 -1.313 -0.223 3.672  -0.93
S1 -0.058 -1.555 0.533  -0.26
H13 -0.246 -4.070 3.427  0.37
H14 -0.021 -2.864 4.727  0.37
H15 1.150 -2.969 3.370  0.34
H16 -3.083 -3.002 3.042  0.47
H17 -2.173 -3.651 1.643  0.39
H18 -3.135 -2.045 1.522  0.15
H19 -1.956 -0.361 4.570  0.47
H20 -1.702 0.530 3.053  0.23
H21 -0.300 0.109 4.001  0.35
O1 -0.857 1.536 -3.501  -0.76
C22 -1.669 0.898 -2.776  0.38
N6 -1.299 0.209 -1.631  0.77
S2 -2.680 -0.567 -0.937  0.84
O2 -2.541 -1.965 -0.941  -0.58
O3 -2.969 0.014 0.378  -0.66
C23 -3.782 -0.069 -2.202  0.24
C24 -5.167 -0.142 -2.123  -0.49
C25 -5.896 0.396 -3.251  -0.64
C26 -5.161 0.899 -4.338  -0.39
C27 -3.812 1.122 -4.237  -0.49
C28 -3.122 0.739 -3.090  -0.05
H22 -5.719 -0.719 -1.343  0.40
H23 -6.967 0.370 -3.245  0.42
H24 -5.610 1.081 -5.335  0.35
H25 -3.315 1.648 -5.086  0.42

=====

# C28H25BiBrN4O2

A molecular structure, C28H25BiBrN4O2 (ωB97M-V/def2-TZVPD, the Open Molecules 2025 dataset).

Output
HOMO energy = -11.507 eV
ΔE to the lowest compared entry with this formula, charge and spin = 0.0 kcal per mole
net charge = +1
electronic energy = -4239.97199 a.u.
HOMO-LUMO gap = 0.2918 Eh

Each line ends with the Mulliken charge.
Positions of all 61 atoms, in Å:
Bi1 0.544 -0.783 -1.486  1.01
C1 4.072 -0.376 -0.983  -1.35
C2 3.663 0.049 0.394  1.44
C3 4.438 0.965 1.096  -1.04
C4 4.127 1.305 2.402  -0.96
C5 3.047 0.714 3.031  -1.01
C6 2.241 -0.198 2.360  1.42
C7 1.096 -0.853 3.069  -1.62
C8 2.543 -0.498 1.025  -0.10
N1 1.667 -1.378 0.314  0.25
C9 1.755 -2.710 0.619  0.06
O1 2.584 -3.214 1.344  -0.62
C10 0.589 -3.507 0.065  0.46
C11 0.195 -4.761 0.501  -0.78
C12 -1.079 -5.197 0.143  -0.19
C13 -1.958 -4.354 -0.532  -0.79
C14 -1.482 -3.116 -0.932  0.43
N2 -0.219 -2.799 -0.713  -0.01
C15 -2.335 -1.940 -1.334  0.09
O2 -3.519 -2.066 -1.551  -0.63
N3 -1.648 -0.762 -1.269  0.20
C16 -2.420 0.438 -1.327  -0.36
C17 -2.462 1.201 -2.495  1.37
C18 -1.901 0.724 -3.804  -1.67
C19 -3.110 2.433 -2.453  -0.82
C20 -3.721 2.878 -1.297  -0.90
C21 -3.716 2.083 -0.162  -1.08
C22 -3.074 0.854 -0.159  1.59
C23 -3.139 -0.028 1.051  -1.53
H1 5.052 0.030 -1.230  0.46
H2 3.400 -0.013 -1.764  0.19
H3 4.125 -1.463 -1.063  0.26
H4 5.309 1.393 0.620  0.43
H5 4.750 2.006 2.939  0.46
H6 2.825 0.956 4.063  0.46
H7 0.821 -0.296 3.963  0.43
H8 1.367 -1.866 3.373  0.36
H9 0.213 -0.940 2.430  0.17
H10 0.846 -5.345 1.135  0.53
H11 -1.416 -6.172 0.462  0.46
H12 -2.992 -4.615 -0.700  0.53
H13 -1.194 -0.096 -3.699  0.21
H14 -1.405 1.533 -4.339  0.43
H15 -2.708 0.354 -4.439  0.38
H16 -3.145 3.040 -3.349  0.49
H17 -4.227 3.833 -1.287  0.47
H18 -4.228 2.415 0.731  0.45
H19 -3.459 0.535 1.926  0.44
H20 -2.178 -0.496 1.273  0.16
H21 -3.851 -0.839 0.894  0.34
Br1 1.299 2.316 -3.014  -0.07
C24 0.833 2.513 -1.196  -0.06
C25 0.856 3.765 -0.615  -0.71
C26 0.479 3.866 0.713  -0.45
C27 0.083 2.727 1.400  -1.28
C28 0.089 1.519 0.735  0.24
N4 0.470 1.413 -0.543  0.35
H22 1.156 4.626 -1.191  0.53
H23 0.486 4.829 1.203  0.48
H24 -0.224 2.765 2.434  0.55
H25 -0.214 0.603 1.220  0.50